ORCA calculation (the ωB97M-V functional and the def2-TZVPD basis) on a cluster of 4 separate species, C3H16NO3 in total.

Structure (XYZ):
```
23
Properties=species:S:1:pos:R:3:forces:R:3:lowdin_charge:R:1
C 1.30752 1.73001 -2.24802 0.8799 -0.6216 1.3745 -0.018
C 1.21200 0.91998 -0.85560 -2.0160 -0.5026 -2.6290 -0.288
C 1.14522 1.80022 0.34164 0.5505 2.0449 0.3779 -0.061
N -0.06113 -0.05681 -0.92570 -0.2655 1.6962 0.3837 0.209
H 0.43522 1.77085 -2.88029 -0.6578 0.0609 0.2136 0.071
H 1.70038 2.75267 -2.08412 -0.2892 -0.6590 -0.0286 0.096
H 2.03955 1.14539 -2.80270 0.1320 0.4287 -0.3244 0.076
H 1.84450 0.09040 -1.08709 1.8855 0.2391 1.5183 0.122
H 2.04471 2.43367 0.40555 0.2010 -0.6343 -0.1898 0.109
H 0.99782 1.46887 1.36275 -0.0148 -0.9082 -0.2522 0.060
H 0.43287 2.62576 0.17410 -0.3355 -0.5830 -0.2163 0.103
H 0.16981 -0.88251 -1.46301 -0.3006 -0.1104 -0.3975 0.142
H -0.33204 -0.39923 -0.00595 -0.1125 -0.0250 0.2283 0.132
H -0.86839 0.45565 -1.30291 0.1172 -0.5086 0.0112 0.163
H 2.05118 0.13869 3.52042 0.6009 -0.0857 -0.1304 0.054
H 0.97327 -0.50046 2.77465 0.1040 -0.4016 -0.2548 0.034
O 1.93066 -0.37439 2.70746 -0.7647 0.4004 0.4818 -0.063
H -3.44988 -0.08270 1.87012 0.4717 0.1441 0.1860 0.043
H -3.91633 -0.71566 0.64442 0.2658 -0.2740 -0.4279 0.043
O -3.08422 -0.44651 1.05351 -0.5810 0.2247 0.2069 -0.072
H -1.24487 -3.69368 -0.37180 -0.1148 -0.0456 -0.0939 0.052
H -1.98527 -2.89266 -1.46461 -0.0830 -0.2946 0.0189 0.043
O -1.62097 -2.83093 -0.57674 0.3269 0.4152 -0.0564 -0.053
```
Positions in Å, forces in eV/Å.

Calculated values
Lowest unoccupied orbital energy, Eh: -0.1123
F_max, eV/Å: 3.4
Net charge: +1
Energy above the lowest of the compared OMol25 structures with the same formula, charge and spin, kcal/mol: 37.4
HOMO energy, eV: -14.68

***

ORCA calculation (the ωB97M-V functional and the def2-TZVPD basis) on a structure of composition C27H51NO2Si2Ti.

Structure (XYZ):
```
84
Properties=species:S:1:pos:R:3:forces:R:3:lowdin_charge:R:1
O 1.71452 3.60464 0.64217 -0.2038 0.2994 0.0635 -0.203
O -1.93675 5.70077 -2.71084 -0.0627 0.0057 -0.3576 -0.168
C 0.74644 4.03179 1.60679 -0.3521 0.3152 0.2935 -0.270
C 1.40209 4.28909 2.95786 -0.2966 -0.1085 -0.1479 -0.057
H -0.02786 3.24918 1.69541 0.0939 0.2065 0.0177 0.105
H 0.23751 4.96781 1.30436 0.2661 -0.6295 -0.0876 0.110
H 1.73068 3.35718 3.41476 0.1332 0.0278 0.0793 0.069
H 0.66279 4.76002 3.61187 0.0518 -0.1578 0.0394 0.084
H 2.24332 4.97807 2.87987 0.0193 -0.0955 -0.1435 0.084
C 1.59014 4.19801 -0.64904 0.3761 -0.2423 -0.4746 -0.260
C 1.17051 5.67036 -0.71850 -0.2208 0.0248 -0.4453 -0.069
H 0.87222 3.58886 -1.24079 0.1451 0.2992 0.0401 0.100
H 2.58605 4.06989 -1.12332 -0.5108 0.0113 0.3362 0.113
H 0.09432 5.73843 -0.94763 0.3829 0.2106 0.2505 0.072
H 1.70313 6.12927 -1.56232 -0.1805 -0.0474 0.1994 0.085
H 1.40727 6.26464 0.17551 0.0372 -0.3381 -0.2516 0.089
C -1.68297 4.66211 -3.63721 -0.1376 0.0825 -0.0528 -0.297
C -3.25289 5.66649 -2.18458 -0.1497 0.0321 0.2032 -0.292
C -0.35689 4.89181 -4.31851 -0.0085 0.0544 0.1140 -0.067
H -2.47382 4.62785 -4.39931 -0.0590 0.0164 0.1451 0.120
H -1.68569 3.69234 -3.11576 -0.0232 -0.0501 -0.0265 0.108
H -0.32086 5.85310 -4.82869 -0.0982 0.0614 0.0909 0.086
H -0.20273 4.12239 -5.06850 0.1244 -0.1827 -0.0730 0.076
H 0.44751 4.85752 -3.58908 0.2080 0.0029 0.0212 0.053
C -3.69551 7.06268 -1.80627 0.0487 0.0335 -0.1451 -0.070
H -3.27009 5.00559 -1.30585 -0.0457 -0.0185 -0.0394 0.112
H -3.96356 5.26379 -2.91633 0.1593 -0.1043 -0.0720 0.116
H -2.96906 7.52849 -1.14048 -0.0784 0.0313 0.0377 0.077
H -4.66857 7.01539 -1.31844 0.0249 0.0256 0.1349 0.078
H -3.81154 7.68746 -2.69598 0.1341 -0.0636 0.0843 0.082
H -2.34063 0.68911 0.39861 1.1496 -0.1528 -0.1367 -0.021
Ti 0.93807 0.39186 0.04335 -2.2216 0.4390 0.9333 0.958
C -2.78541 1.62326 0.73490 1.1212 0.3573 -0.2905 -0.199
Si -4.42554 0.89322 0.28000 0.5307 0.1375 0.1535 0.450
H -2.44987 1.74767 1.77002 -0.4160 -0.0066 -0.0742 0.043
H -2.36746 2.43554 0.11257 -0.3818 -0.1789 0.2205 0.026
C -5.77190 1.95005 0.99173 -0.4240 -0.0333 0.0288 -0.186
C -4.19127 -0.84538 1.00872 -0.4146 -0.1057 0.0800 -0.168
C -4.31608 0.83988 -1.61105 -0.3003 -0.0375 -0.1174 -0.170
C 2.66401 0.53962 0.92740 0.0905 -0.3524 1.0998 -0.325
Si 3.42501 0.40455 -0.76109 2.1270 -0.2951 1.0669 0.399
H 2.83336 -0.25971 1.66089 0.4163 0.0690 -0.4927 0.048
H 2.73745 1.51929 1.43089 -0.0683 -0.1488 -0.3671 0.036
C 4.76033 1.70330 -0.85738 0.0062 0.0724 -0.2056 -0.151
C 2.13900 0.78998 -2.10121 -1.1332 0.4845 -0.3600 -0.182
C 4.07993 -1.32549 -1.01703 -0.0737 -0.1547 -0.1989 -0.159
H -3.79884 1.73251 -2.00042 -0.2647 -0.1817 0.1671 0.020
H -5.31418 0.79511 -2.07320 0.3125 -0.0097 0.0135 0.034
H -3.74520 -0.03704 -1.95800 -0.1957 0.1916 0.1723 0.016
H -5.52139 2.19376 2.03749 -0.1262 -0.1418 -0.3410 0.041
H -6.74895 1.45313 0.96705 0.0563 0.2757 0.0332 0.031
H -5.82542 2.89860 0.43269 -0.0722 -0.3080 0.1651 0.037
H -3.36046 -0.87532 1.73466 -0.3351 0.1735 -0.1747 0.030
H -3.93318 -1.56786 0.21919 -0.1990 0.1394 0.1605 0.025
H -5.09797 -1.18815 1.52386 0.2147 -0.1474 -0.1407 0.030
H 2.59052 1.63788 -2.64418 -0.3527 -0.3068 0.1027 0.068
H 1.08340 1.16047 -1.85563 0.9573 -0.0878 -0.8068 0.018
H 2.02213 -0.06532 -2.78255 -0.0030 0.3472 0.1760 0.057
H 4.86145 -1.30218 -1.79586 -0.2727 -0.1921 0.2825 0.046
H 3.28312 -2.02005 -1.33199 0.3068 0.1513 0.0813 0.038
H 4.51182 -1.70862 -0.07656 -0.0874 0.1835 -0.4213 0.052
H 5.65008 1.27264 -1.33528 -0.1176 0.3126 0.0584 0.044
H 5.01375 2.03899 0.15685 0.0172 -0.0977 -0.3375 0.049
H 4.40656 2.56872 -1.43199 0.3061 -0.0855 0.0947 0.025
C -1.27046 -2.06005 -3.01510 0.2209 0.5576 -0.2997 -0.043
C -1.53471 -3.23991 -2.31669 0.2956 0.2024 0.2602 -0.024
C -1.08577 -3.33715 -1.00915 -0.1728 -0.0223 -0.1097 0.013
C -0.42842 -2.26014 -0.40548 -0.4979 0.3278 -0.6199 -0.212
N -0.11794 -1.12075 -1.09646 -0.6236 -1.0675 -1.2578 -0.004
C -0.54619 -1.03795 -2.39277 0.0439 -0.7064 0.4804 -0.101
C -0.23156 -2.17555 1.02680 -0.2681 -0.5531 2.0490 -0.214
C -0.52636 -3.24274 1.92076 0.0363 0.4864 -0.4831 -0.015
C -0.48358 -3.03233 3.29636 -0.0480 0.0685 -0.2244 -0.067
C -0.14605 -1.77328 3.80597 0.1328 0.5599 -0.2289 -0.057
C 0.17347 -0.70996 2.92960 -0.1762 -0.9653 0.2756 -0.104
C 0.09792 -0.91819 1.55373 0.7383 0.6092 -0.6674 -0.188
H -1.60757 -1.93488 -4.05116 0.1818 0.0224 0.5299 0.120
H -2.09234 -4.06478 -2.76457 0.1940 0.3308 0.0488 0.126
H -1.32260 -4.21988 -0.41505 0.1395 0.3128 -0.2322 0.117
H -0.27193 -0.12667 -2.93023 -0.2596 -0.3637 0.1137 0.105
H -0.83035 -4.21995 1.54207 0.1895 0.2298 0.1807 0.105
H -0.73809 -3.85934 3.96836 0.1584 0.4133 -0.2300 0.115
H -0.13451 -1.62893 4.88668 0.0497 0.0214 -0.2674 0.108
H 0.51248 0.27166 3.27974 -0.2641 -0.4770 0.2229 0.098
```
Positions in Å, forces in eV/Å.

Calculated values
Spin multiplicity: 2
Lowest unoccupied orbital energy (spin up / spin down), Eh: -0.1228 / -0.1236
F_max, eV/Å: 2.4
Net charge: +1
Energy above the lowest of the compared OMol25 structures with the same formula, charge and spin, kcal/mol: 0.0
<S²>: 0.76
HOMO energy (spin up / spin down), eV: -11.06 / -11.33

***

ORCA calculation (the ωB97M-V functional and the def2-TZVPD basis) on a structure of composition C4H6O2.

Structure (XYZ):
```
12
Properties=species:S:1:pos:R:3:forces:R:3:lowdin_charge:R:1
C 1.44868 -0.29222 0.08799 -0.0510 -0.0226 -0.0476 -0.041
C -0.05807 -0.27155 0.30822 0.3062 0.2955 -0.2772 -0.239
C -0.85896 1.03284 0.26560 0.0592 0.1287 0.2037 -0.090
O -1.80250 0.41579 -0.67203 -0.0348 0.3219 -0.1709 0.051
C -1.00202 -0.68020 -0.80160 0.0210 -0.9058 0.0101 -0.477
O -1.14225 -1.64523 -1.48620 -0.0869 0.5950 -0.0362 0.146
H 1.98330 0.29655 0.84300 -0.2020 -0.1637 -0.0470 0.080
H 1.82087 -1.31869 0.12579 -0.0190 0.1194 -0.0024 0.082
H 1.71556 0.11983 -0.89263 -0.1433 -0.0534 0.1576 0.088
H -0.40462 -0.87538 1.14046 0.3406 -0.0495 0.4539 0.151
H -0.35573 1.88544 -0.20113 -0.0640 -0.1988 0.0212 0.127
H -1.33138 1.33917 1.20231 -0.1259 -0.0668 -0.2652 0.122
```
Positions in Å, forces in eV/Å.

Calculated values
Lowest unoccupied orbital energy, Eh: 0.0308
F_max, eV/Å: 0.9
Energy above the lowest of the compared OMol25 structures with the same formula, charge and spin, kcal/mol: 16.4
HOMO energy, eV: -10.40

***

ORCA calculation (the ωB97M-V functional and the def2-TZVPD basis) on the molecule CH3NOS.

Structure (XYZ):
```
7
Properties=species:S:1:pos:R:3:forces:R:3:lowdin_charge:R:1
C 0.39487 1.61674 -0.05637 -2.0907 -1.5506 -0.5837 -0.234
N 0.53087 -1.04836 0.10389 -1.7031 1.0530 -0.2269 -0.164
O -1.92874 -0.34294 -0.00126 2.4944 1.3740 -0.2164 -0.444
S -0.55782 0.28630 0.00412 1.8876 -0.5900 0.2085 0.781
H -0.08624 2.60254 -0.31415 -0.0144 -1.0972 0.6890 -0.019
H 0.20428 -1.92519 -0.20344 -1.2991 -0.6469 -0.3844 0.030
H 1.44278 -1.18910 0.46722 0.7253 1.4576 0.5139 0.050
```
Positions in Å, forces in eV/Å.

Calculated values
Lowest unoccupied orbital energy, Eh: 0.0017
F_max, eV/Å: 2.9
Structure (SMILES): C#S(N)=O
Energy above the lowest of the compared OMol25 structures with the same formula, charge and spin, kcal/mol: 120.7
HOMO energy, eV: -9.45